The following is a DFT calculation (ωB97M-V/def2-TZVPD) of 15 unconnected molecules or ions with the total composition H30O15 at a distorted geometry.

```
45
H30O15, DFT ωB97M-V/def2-TZVPD
O -1.986 2.420 0.888
H -2.817 2.871 0.919
H -2.187 1.555 1.293
O 0.345 1.170 2.608
H 0.380 1.133 3.536
H 1.175 1.631 2.535
O 0.333 1.805 -3.268
H 0.468 1.025 -2.736
H 0.335 1.497 -4.182
O 1.488 2.953 -0.492
H 1.603 2.094 -0.856
H 1.375 3.603 -1.150
O -2.107 -1.236 -0.556
H -2.554 -0.489 -0.928
H -1.981 -1.860 -1.281
O -0.563 -3.207 -1.832
H -0.393 -3.249 -2.765
H 0.324 -3.001 -1.562
O -1.613 -3.641 1.113
H -1.612 -2.818 0.641
H -2.465 -3.590 1.586
O 0.118 -1.692 2.373
H 0.524 -2.212 1.674
H 0.793 -1.065 2.571
O -2.071 -0.036 1.879
H -2.176 -0.309 0.951
H -1.156 -0.138 2.093
O -1.179 3.064 -1.631
H -0.512 2.540 -2.045
H -1.414 2.648 -0.824
O 0.251 4.033 1.683
H 0.876 3.459 1.177
H -0.482 3.448 1.618
O 2.516 -0.010 0.944
H 3.326 -0.096 0.489
H 1.831 0.071 0.258
O 1.868 -1.975 -2.070
H 2.270 -1.119 -2.132
H 2.702 -2.439 -2.240
O 0.289 0.404 -0.501
H -0.192 -0.450 -0.505
H -0.195 1.003 -0.004
O 1.136 -3.144 0.363
H 1.648 -3.895 0.694
H 1.660 -2.759 -0.321
```

Summary:
Energy above the lowest of the compared OMol25 structures with the same formula, charge and spin ... 2.078 eV
Charge ... 0
Total energy ... -1146.5637 Ha
LUMO level ... -0.0308 Ha



The following is a DFT calculation (ωB97M-V/def2-TZVPD) of a molecular structure, C41H39BeN3O7P2 at a distorted geometry.

```
93
C41H39BeN3O7P2, DFT ωB97M-V/def2-TZVPD
Be 1.551 -1.198 -1.403
C -3.636 0.612 -0.891
C -3.316 0.475 -2.179
C -3.500 1.513 -3.223
C -2.247 2.375 -3.492
C -1.462 2.883 -2.322
C -1.989 3.377 -1.194
C -3.394 3.227 -0.710
C -3.853 1.873 -0.104
C 1.530 -0.500 -2.913
H -3.753 -0.287 -0.282
H -2.932 -0.481 -2.552
H -4.350 2.144 -2.962
H -3.765 1.004 -4.165
H -1.569 1.802 -4.155
H -2.591 3.238 -4.101
H -0.387 2.999 -2.487
H -1.417 4.051 -0.549
H -4.122 3.562 -1.470
H -3.470 3.921 0.153
H -3.382 1.715 0.885
H -4.939 1.964 0.103
H 2.410 0.134 -3.070
H 0.613 0.094 -2.982
H 1.594 -1.253 -3.692
P 0.294 -2.230 -6.995
P 2.162 0.326 -7.513
C -0.407 -0.632 -7.487
C 0.411 0.346 -7.953
C -0.237 -3.160 -8.527
C -1.195 -2.682 -9.432
C -1.502 -3.411 -10.585
C -0.865 -4.625 -10.846
C 0.085 -5.112 -9.937
C 0.408 -4.385 -8.789
C -1.051 -2.686 -5.814
C -0.893 -2.129 -4.539
C -1.783 -2.424 -3.516
C -2.956 -3.125 -3.824
C -3.157 -3.629 -5.112
C -2.177 -3.464 -6.099
C 2.742 0.709 -9.278
C 2.347 -0.172 -10.305
C 2.631 0.125 -11.640
C 3.332 1.291 -11.974
C 3.755 2.151 -10.956
C 3.471 1.857 -9.617
C 2.269 2.029 -6.813
C 3.464 2.350 -6.136
C 3.649 3.628 -5.610
C 2.635 4.588 -5.741
C 1.442 4.270 -6.395
C 1.257 2.990 -6.923
H -1.500 -0.531 -7.476
H 0.061 1.139 -8.629
H -1.712 -1.737 -9.258
H -2.250 -3.016 -11.274
H -1.107 -5.186 -11.752
H 0.574 -6.065 -10.131
H 1.157 -4.764 -8.089
H -0.080 -1.431 -4.371
H -1.551 -2.086 -2.501
H -3.699 -3.259 -3.040
H -4.075 -4.168 -5.348
H -2.311 -3.905 -7.087
H 1.782 -1.076 -10.062
H 2.299 -0.547 -12.431
H 3.542 1.530 -13.018
H 4.299 3.064 -11.203
H 3.789 2.554 -8.839
H 4.246 1.595 -6.033
H 4.583 3.878 -5.102
H 2.770 5.584 -5.326
H 0.642 5.006 -6.505
H 0.323 2.751 -7.425
O 1.099 -0.321 6.004
N 1.990 -0.660 5.197
O 3.155 -0.955 5.554
C 1.649 -0.689 3.783
C 0.353 -0.333 3.371
C -0.030 -0.578 2.050
C 0.873 -0.994 1.025
O 0.522 -1.005 -0.245
C 2.211 -1.275 1.453
C 2.554 -1.181 2.828
N 3.164 -1.788 0.521
O 4.238 -2.229 0.920
O 2.874 -1.830 -0.781
N -1.372 -0.179 1.597
O -1.657 1.016 1.795
O -2.114 -1.023 1.074
H -0.358 0.094 4.076
H 3.549 -1.491 3.131
```

Summary:
Energy above the lowest of the compared OMol25 structures with the same formula, charge and spin ... 0.078 eV
Charge ... 0
Total energy ... -2973.8189 Ha
LUMO level ... -0.1083 Ha



The following is a DFT calculation (ωB97M-V/def2-TZVPD) of CH2ClFN2 in the gas phase at a distorted geometry.

```
7
CH2ClFN2, DFT ωB97M-V/def2-TZVPD
H -1.714 1.520 -0.876
N -1.249 0.866 -0.184
N -0.194 0.432 -0.673
C 0.536 -0.394 0.204
F 0.195 -0.399 1.596
Cl 0.741 -2.025 -0.289
H 1.685 -0.001 0.224
```

Summary:
Energy above the lowest of the compared OMol25 structures with the same formula, charge and spin ... 0.000 eV
Charge ... 0
Total energy ... -708.7986 Ha
LUMO level ... -0.0053 Ha
SMILES string ... [H]/N=N/[C@@H](F)Cl



The following is a DFT calculation (ωB97M-V/def2-TZVPD) of 2 unconnected molecules or ions with the total composition C5H12BNO at a distorted geometry.

```
20
C5H12BNO, DFT ωB97M-V/def2-TZVPD
B 1.303 -0.129 -0.148
C -2.630 -0.519 1.025
C 0.876 2.430 0.127
C 0.891 1.223 0.565
C 1.481 -1.545 0.648
C 0.906 -0.153 -1.684
N -2.253 -0.424 -0.245
O -2.771 0.122 -1.214
H -1.949 -0.957 1.711
H -3.432 0.009 1.444
H 1.039 2.714 -0.872
H 0.606 3.242 0.831
H 0.687 1.042 1.675
H 1.818 -1.272 1.688
H 1.951 -2.464 0.404
H 0.435 -2.037 0.735
H 0.466 0.683 -2.049
H 0.091 -0.852 -1.947
H 1.901 -0.145 -2.260
H -1.416 -0.967 -0.433
```

Summary:
Charge ... 0
Total energy ... -352.2955 Ha
Multiplicity ... 3
LUMO level (spin up / spin down) ... 0.0062 / -0.0517 Ha



The following is a DFT calculation (ωB97M-V/def2-TZVPD) of a molecular structure, C38H41BCl2N2O3PW at a distorted geometry.

```
89
C38H41BCl2N2O3PW, DFT ωB97M-V/def2-TZVPD
W -0.529 0.496 -1.116
C 3.490 -1.961 3.235
C 3.390 -2.210 1.869
C 2.696 -1.330 1.060
C 2.085 -0.201 1.613
C 2.193 0.048 2.972
C 2.903 -0.833 3.780
P 1.273 0.923 0.445
C 0.802 2.375 1.427
C -0.204 2.217 2.381
C -0.622 3.295 3.144
C -0.047 4.545 2.950
C 0.943 4.712 1.993
C 1.369 3.632 1.234
C 2.657 1.377 -0.621
C 3.847 1.917 -0.211
C 4.878 2.131 -1.148
C 4.701 1.767 -2.455
C 3.493 1.175 -2.895
C 3.300 0.757 -4.237
C 2.128 0.169 -4.605
C 1.088 -0.016 -3.659
C 1.202 0.382 -2.347
C 2.450 0.985 -1.965
H 4.040 -2.644 3.869
H 3.867 -3.082 1.440
H 2.652 -1.492 -0.011
H 1.740 0.928 3.408
H 2.995 -0.632 4.839
H -0.676 1.251 2.524
H -1.402 3.162 3.882
H -0.373 5.387 3.546
H 1.389 5.685 1.838
H 2.140 3.775 0.488
H 4.009 2.167 0.831
H 5.811 2.571 -0.825
H 5.497 1.918 -3.175
H 4.095 0.904 -4.958
H 1.982 -0.154 -5.627
H 0.172 -0.477 -4.018
Cl -3.147 2.324 0.738
C -4.411 1.201 0.248
Cl -4.025 0.417 -1.311
H -5.340 1.742 0.120
H -4.483 0.422 0.995
N -1.418 -6.519 -3.899
C -1.275 -5.470 -3.456
C -1.100 -4.147 -2.896
C -0.038 -3.885 -2.041
C 0.092 -2.616 -1.515
N -0.771 -1.631 -1.804
C -1.782 -1.888 -2.647
C -1.991 -3.131 -3.212
H 0.677 -4.654 -1.786
H 0.888 -2.378 -0.829
H -2.445 -1.068 -2.886
H -2.823 -3.294 -3.880
C -3.564 -2.620 1.146
C -2.647 -1.874 2.108
C -3.359 -1.609 3.420
O -2.350 -0.599 1.476
B -1.172 -0.736 0.767
O -0.517 -1.899 1.139
C -1.243 -2.518 2.238
C -0.518 -2.143 3.517
C -1.203 -4.021 2.031
H -4.475 -2.038 0.996
H -3.850 -3.598 1.534
H -3.086 -2.756 0.173
H -4.310 -1.114 3.221
H -2.774 -0.971 4.078
H -3.569 -2.545 3.941
H -0.496 -1.062 3.663
H 0.513 -2.489 3.455
H -0.989 -2.604 4.386
H -1.606 -4.314 1.064
H -1.769 -4.535 2.811
H -0.168 -4.360 2.090
C -2.110 3.512 -3.372
C -1.158 3.450 -2.197
C 0.263 3.831 -2.543
O -1.171 2.105 -1.687
H -2.182 4.539 -3.732
H -3.106 3.175 -3.088
H -1.746 2.883 -4.186
H -1.533 4.075 -1.381
H 0.641 3.205 -3.354
H 0.923 3.715 -1.682
H 0.295 4.874 -2.862
```

Summary:
Energy above the lowest of the compared OMol25 structures with the same formula, charge and spin ... 1.821 eV
Charge ... +1
Total energy ... -3161.4359 Ha
Multiplicity ... 3
LUMO level (spin up / spin down) ... -0.1182 / -0.1361 Ha